[1]
{
  "formula": "C41H37AsO9OsPS",
  "method": "wB97M-V/def2-TZVPD",
  "e_homo_ev": [-2.0, -5.1],
  "de_lowest_kj_mol": 91.5,
  "fmax_ha_per_bohr": 0.0419,
  "charge": -1,
  "spin_multiplicity": 5,
  "orbital_gap_ha": [0.1533, 0.2656],
  "elements": ["C", "As", "H", "H", "H", "H", "C", "C", "C", "O", "C", "H", "H", "C", "C", "H", "C", "H", "C", "C", "H", "H", "C", "O", "H", "C", "H", "O", "C", "C", "C", "H", "O", "H", "C", "C", "C", "C", "H", "C", "O", "C", "H", "H", "H", "C", "H", "C", "H", "C", "H", "H", "P", "C", "O", "C", "H", "Os", "C", "H", "C", "H", "C", "O", "C", "H", "C", "O", "H", "H", "C", "H", "S", "O", "H", "C", "C", "C", "C", "H", "C", "C", "H", "H", "C", "C", "H", "H", "H", "C", "H"],
  "xyz": [[0.3118, -3.4438, -5.9528], [1.7137, 3.2488, 0.1500], [-1.1613, 1.5127, 6.8684], [-4.4743, -2.8382, 4.5979], [-1.0944, -3.4399, -7.5941], [-5.7976, -2.0276, 0.6125], [-4.2105, -0.7907, 1.3418], [1.7775, -4.7174, -0.6741], [0.2961, 1.1107, 3.3124], [1.2092, -1.8681, -2.2007], [-1.6052, 1.1967, 4.7979], [1.5278, -3.2638, -4.1961], [5.5712, -4.1132, -0.4768], [2.6587, -5.7075, -1.0889], [2.2390, -3.4977, -0.1908], [-2.2082, 5.4899, 0.9069], [-1.6843, -2.0898, -6.0126], [-2.5818, -1.7634, -6.5269], [3.1856, 3.7714, -3.7738], [2.3815, 3.4740, -2.6859], [-4.8855, 1.7584, 2.7586], [-5.9969, -3.3102, 2.7170], [0.6197, 1.4410, 5.6731], [1.5444, 1.1186, -2.9210], [-2.0204, -0.8347, -4.3015], [4.0834, 4.2322, -1.1766], [4.7148, -6.2638, -1.3663], [1.5523, 1.5773, 0.4440], [0.6322, -2.9421, -4.7121], [-0.2133, -1.9867, -4.0806], [-3.4493, -1.2539, 3.5792], [-2.6794, 1.2008, 4.9414], [0.1244, 2.6396, -1.6846], [0.9186, -1.0346, 1.8425], [-3.0074, 2.3590, 1.9064], [4.5044, -4.2940, -0.5329], [0.0772, -1.4542, -2.8136], [4.4471, 4.3002, -3.5597], [-4.1027, -0.2323, 0.4189], [-3.3676, -0.4958, 2.4159], [3.0198, 3.5639, 1.3806], [1.2973, -2.3533, 0.1792], [-2.7624, -1.0776, 4.3955], [4.0202, -2.3744, 0.2495], [-4.5179, 5.8986, 1.7240], [4.0262, -5.4988, -1.0289], [-1.2369, 3.2425, 1.0311], [-1.0786, 1.0175, 3.5177], [0.7146, -4.9032, -0.7438], [-0.8480, -3.0347, -6.6203], [5.0930, 4.5198, -4.3998], [2.2090, 1.3833, 4.2344], [-2.1344, 0.7881, 2.0768], [4.8937, 4.5243, -2.2630], [0.5507, 4.2573, 0.6742], [1.6848, -1.7470, 1.5336], [5.8822, 4.9313, -2.0918], [0.3977, 0.5132, -0.8410], [-5.2585, -2.5236, 2.6299], [-0.5073, -3.1875, -0.7231], [-4.4035, -2.2540, 3.6892], [-0.3377, -3.5262, 1.0151], [1.4697, -1.2705, -0.9111], [0.2774, 2.8411, -4.1304], [-0.1717, -2.7816, 0.2317], [2.6311, -1.2074, 1.4756], [-1.3833, -1.5689, -4.7766], [-0.6949, -0.5960, -2.1986], [1.2806, 1.5850, 6.5181], [1.7697, -2.5289, 2.2910], [-5.1526, -1.7983, 1.4506], [2.5364, 3.6214, 2.2129], [0.9404, 2.4574, -2.9191], [-1.3543, 0.4461, 0.8562], [2.5275, -0.9837, -0.9498], [1.1398, 1.3186, 4.3918], [-0.7553, 1.3922, 5.8717], [-2.7979, 4.6809, 1.3173], [3.6209, -3.3105, -0.1202], [0.9703, -4.1665, -6.4227], [-4.8411, 3.8585, 2.2952], [-4.0906, 4.9050, 1.7753], [-5.8492, 4.0373, 2.6482], [2.8084, 3.5709, -4.7685], [-2.2501, 3.4118, 1.3888], [-4.3024, 2.5830, 2.3647], [-0.7826, -1.9036, 0.4451], [4.4209, 4.3983, -0.1639], [2.2704, -6.6438, -1.4711], [2.8185, 3.6953, -1.3869], [0.6899, 1.0295, 2.3034]],
  "atomic_forces_ev_per_a": [[-0.017, 0.031, 0.058], [1.239, 0.866, 1.533], [-0.012, 0.012, -0.012], [0.036, 0.013, 0.007], [0.012, 0.009, 0.007], [0.004, 0.016, -0.006], [0.034, 0.105, 0.056], [-0.026, -0.019, 0.031], [-0.185, -0.151, -0.198], [-0.021, 0.004, 0.026], [0.015, 0.012, -0.166], [0.001, -0.010, -0.042], [-0.001, -0.005, -0.002], [0.020, -0.034, 0.002], [-0.013, -0.033, 0.034], [0.050, -0.037, -0.002], [0.020, 0.007, 0.054], [0.002, 0.023, 0.015], [-0.187, 0.055, -0.111], [-0.123, -0.217, 0.421], [-0.035, 0.039, 0.031], [0.001, -0.004, 0.001], [-0.040, -0.016, -0.131], [-0.168, 0.302, 0.012], [-0.023, 0.008, -0.066], [-0.047, 0.025, 0.077], [-0.007, -0.005, 0.007], [0.033, -0.175, -0.578], [0.108, -0.115, -0.012], [0.018, 0.248, 0.440], [0.036, 0.115, 0.006], [-0.004, -0.021, 0.074], [0.119, -0.026, 0.400], [0.054, -0.070, -0.005], [0.068, -0.031, 0.161], [0.005, 0.016, 0.012], [0.004, -0.606, -0.518], [0.015, 0.026, 0.099], [-0.051, -0.032, -0.020], [0.118, 0.005, -0.095], [-0.209, -0.318, -0.510], [-0.094, 0.151, -0.078], [-0.002, 0.020, 0.017], [-0.018, 0.026, -0.017], [-0.006, 0.006, -0.003], [0.030, -0.041, 0.012], [-0.077, 0.192, 0.047], [-0.002, 0.042, 0.137], [0.019, 0.016, -0.028], [-0.035, -0.053, -0.131], [-0.024, 0.023, -0.022], [0.008, -0.012, -0.048], [-0.286, 0.270, 0.170], [0.004, 0.057, -0.043], [-0.435, 0.075, -0.240], [-0.065, -0.006, -0.135], [0.007, -0.008, -0.020], [-0.576, -1.655, -0.295], [0.056, 0.038, 0.046], [-0.023, 0.006, 0.014], [-0.098, -0.128, -0.037], [0.005, -0.033, -0.018], [-0.054, 0.502, 0.109], [0.041, 0.185, 0.196], [0.094, 0.006, -0.016], [0.016, 0.020, 0.052], [-0.100, 0.010, -0.006], [0.200, 0.632, 0.722], [0.015, 0.023, -0.002], [-0.004, 0.003, 0.025], [-0.044, -0.027, -0.040], [0.004, 0.138, -0.004], [0.518, -0.002, -1.538], [0.217, -0.026, -0.352], [-0.001, -0.003, 0.050], [0.083, 0.044, 0.204], [0.002, 0.023, 0.137], [-0.065, 0.067, 0.016], [-0.002, -0.028, 0.011], [0.008, -0.006, 0.026], [-0.095, 0.043, 0.035], [0.041, -0.052, -0.016], [-0.005, -0.006, -0.012], [0.057, -0.016, -0.009], [-0.012, -0.309, -0.111], [0.060, -0.129, -0.036], [-0.039, -0.054, 0.054], [0.031, 0.021, -0.029], [-0.012, 0.011, -0.010], [-0.212, -0.112, -0.033], [0.031, 0.042, 0.156]],
  "lowdin_charge": [-0.132, 0.924, 0.100, 0.101, 0.074, 0.106, -0.071, -0.025, -0.065, -0.043, -0.094, 0.101, 0.096, -0.088, -0.164, 0.110, -0.129, 0.087, -0.050, -0.263, 0.100, 0.101, -0.082, -0.340, 0.102, -0.074, 0.092, -0.599, -0.044, -0.161, -0.072, 0.107, -0.462, 0.049, -0.255, -0.090, -0.457, -0.071, 0.121, -0.263, -0.284, -0.482, 0.095, 0.108, 0.099, -0.111, 0.070, -0.250, 0.104, -0.145, 0.103, 0.110, 0.801, -0.076, -0.451, -0.038, 0.101, 1.558, -0.085, 0.085, -0.083, 0.093, -0.302, -0.269, -0.043, 0.082, -0.042, -0.199, 0.100, 0.094, -0.072, 0.018, 0.484, -0.392, 0.113, -0.061, -0.087, -0.055, -0.036, 0.087, -0.095, -0.085, 0.097, 0.120, -0.055, -0.086, 0.055, 0.095, 0.097, -0.219, 0.060]
}

[2]
{
  "formula": "C6H14O3S3",
  "method": "wB97M-V/def2-TZVPD",
  "e_homo_ev": -8.6,
  "fmax_ha_per_bohr": 0.1047,
  "charge": 0,
  "spin_multiplicity": 1,
  "orbital_gap_ha": 0.3073,
  "elements": ["H", "H", "H", "H", "C", "O", "S", "C", "C", "H", "H", "H", "O", "H", "O", "C", "H", "C", "C", "H", "H", "H", "H", "H", "S", "S"],
  "xyz": [[1.8962, 1.3086, -0.6596], [1.4448, -3.3819, 2.1630], [-1.0827, 2.5474, -0.6713], [-1.0860, 1.0224, 1.6419], [-0.1302, 0.8711, 1.0565], [-0.8121, 0.5125, -1.4704], [1.0943, -2.8657, -0.0416], [-4.6934, -0.9841, -1.4473], [1.2031, -1.1757, -0.6597], [-4.9759, 0.0072, -1.4951], [0.5333, 0.2706, 1.6810], [1.2235, -1.3626, -1.8023], [0.4913, 2.0176, 0.6364], [3.5737, 0.9899, -0.0735], [2.3454, -0.6307, -0.1025], [1.1329, -2.5273, 1.7744], [3.2315, 0.4068, -1.5750], [2.7729, 0.6372, -0.6839], [-0.3075, 2.8881, 0.0226], [1.8598, -1.8592, 2.0755], [-0.7999, 3.6055, 0.8388], [0.1852, -2.2488, 2.1077], [-4.4134, -1.5478, -2.4279], [0.3258, 3.4779, -0.5328], [-4.4836, -1.6020, 0.0121], [-0.5290, -0.3770, -0.3669]],
  "atomic_forces_ev_per_a": [[0.961, -0.109, -0.575], [0.862, -4.084, 1.864], [0.203, -0.459, 0.524], [0.723, 0.062, -0.876], [-0.524, -1.920, 0.716], [-0.531, 1.074, -2.480], [0.079, 0.235, 0.805], [1.520, -2.676, -1.124], [-0.093, -0.923, -0.842], [-0.749, 2.006, -0.642], [0.196, 0.350, 0.148], [-0.017, 0.856, 1.435], [1.240, -3.016, 1.265], [0.255, 0.400, 0.843], [-0.204, 0.809, -0.220], [-1.022, 1.410, -3.233], [0.470, -0.169, -2.625], [-1.736, -0.564, 1.973], [-3.832, 3.615, 1.117], [1.479, 1.840, 0.072], [0.636, -1.269, -1.565], [-1.551, 0.355, 0.668], [-0.701, 1.038, 1.784], [1.306, 1.755, -1.408], [-0.007, -0.350, -0.013], [1.036, -0.266, 2.388]],
  "lowdin_charge": [0.087, -0.022, 0.085, 0.125, -0.308, -0.549, 0.857, -0.588, -0.798, -0.046, 0.083, 0.118, -0.213, 0.090, -0.256, -0.329, 0.065, -0.017, -0.172, 0.022, 0.137, 0.020, 0.053, 0.065, 0.593, 0.900]
}